ORCA calculation (ωB97M-V/def2-TZVPD) on 4 unconnected molecules or ions with the total composition C2H12NO3.

```
18
Properties=species:S:1:pos:R:3:forces:R:3:lowdin_charge:R:1
C -0.3995 0.8175 -1.3687 -3.269 0.332 0.462 -0.033
C 1.0943 -0.8291 -0.3768 -2.627 -1.801 -1.330 0.157
N -0.0626 -0.5460 -0.9213 -0.089 -2.085 0.994 -0.002
H -0.5162 1.6067 -0.5868 0.244 -1.191 -0.025 0.084
H -1.4252 0.7916 -1.8969 1.833 -0.116 0.656 0.132
H 0.3486 1.1484 -2.0086 1.220 0.486 -1.392 0.071
H 1.8863 -0.2010 -0.1073 0.548 1.966 -0.087 0.065
H 1.3833 -1.8553 -0.1662 -0.817 -0.254 -0.012 0.120
H -0.8896 -1.3937 -1.0714 2.788 2.134 0.645 0.202
H -0.5795 1.5959 2.4600 -0.111 2.534 -2.482 0.155
H -0.6523 3.1128 1.9413 -0.405 2.103 1.019 0.031
O -0.4971 2.2541 1.6368 0.122 -4.686 1.732 -0.070
H -2.0037 -3.6917 -0.3271 0.599 2.464 -1.829 0.134
H -2.1489 -3.3865 -1.8694 0.650 1.099 1.516 0.101
O -1.8386 -2.9294 -1.0221 -1.057 -3.165 0.219 -0.119
H 2.5228 1.7704 2.0609 -1.539 -2.481 -1.841 0.128
H 1.0553 1.4371 1.5308 1.972 -0.412 -0.232 0.003
O 1.9968 1.0450 1.5057 -0.062 3.072 1.987 -0.161
```
Positions in Å, forces in eV/Å.

Energy above the lowest of the compared OMol25 structures with the same formula, charge and spin ... 51.6 kcal/mol
Charge ... +1
HOMO energy ... -14.71 eV